(1)
{"formula": "C20H22N3O4", "method": "ωB97M-V with the def2-TZVPD basis set", "e_homo_ev": -4.5, "lumo_energy_ev": 2.357, "relative_energy_kj_mol": 42.7, "largest_force_ha_per_bohr": 0.0147, "charge": -1, "gap_ev": 6.81, "e_tot_ev": -33758.25823, "species": ["C", "C", "O", "O", "C", "C", "C", "O", "O", "H", "H", "H", "H", "H", "H", "H", "N", "C", "C", "C", "C", "C", "H", "H", "H", "H", "H", "N", "C", "C", "C", "C", "C", "H", "H", "H", "H", "H", "N", "C", "C", "C", "C", "C", "H", "H", "H", "H", "H"], "coordinates": [[2.01483, -0.20514, -1.35148], [0.86159, 0.73399, -1.56872], [0.97284, 1.72666, -2.22969], [-0.27330, 0.49228, -0.92092], [-0.77332, -0.85691, -0.80400], [-2.18208, -0.93174, -1.38837], [-2.92146, 0.43137, -1.28363], [-3.13610, 0.82054, -0.11094], [-3.20242, 0.98995, -2.36806], [2.94889, 0.32788, -1.47911], [1.97893, -0.98766, -2.11166], [1.97072, -0.71531, -0.39275], [-0.12357, -1.55744, -1.32177], [-0.80866, -1.09681, 0.25685], [-2.72681, -1.71972, -0.87110], [-2.11730, -1.20255, -2.44289], [0.38481, 5.51670, -0.67639], [-0.45061, 6.24980, 0.05836], [-1.71478, 5.82790, 0.43901], [-2.14313, 4.57129, 0.03175], [-1.29373, 3.79291, -0.73287], [-0.04269, 4.30692, -1.05769], [-0.08324, 7.22851, 0.35559], [-2.34821, 6.47047, 1.03797], [-3.12397, 4.19969, 0.30032], [-1.59610, 2.81004, -1.07510], [0.64043, 3.72016, -1.65706], [4.25077, -3.39397, -0.45684], [4.66460, -2.73379, -1.53520], [5.88604, -2.08152, -1.61594], [6.72350, -2.11477, -0.51340], [6.30668, -2.79690, 0.61802], [5.06673, -3.41794, 0.59352], [3.97713, -2.72548, -2.37369], [6.16780, -1.55844, -2.51934], [7.68349, -1.61497, -0.53444], [6.92613, -2.84636, 1.50306], [4.70378, -3.96163, 1.45899], [-2.62875, -2.60824, 1.91021], [-3.80138, -3.23798, 1.90981], [-4.94527, -2.73276, 2.50555], [-4.86678, -1.50379, 3.14255], [-3.65572, -0.83720, 3.15386], [-2.57213, -1.42912, 2.52339], [-3.82197, -4.19509, 1.39854], [-5.87404, -3.28597, 2.46495], [-5.73974, -1.06956, 3.61327], [-3.55036, 0.12938, 3.62511], [-1.61209, -0.92772, 2.49236]], "atomic_forces_ev_per_a": [[0.0, -0.7, -0.2], [0.0, 0.0, 0.4], [0.3, 0.4, -0.4], [-0.1, -0.2, -0.3], [-0.6, 0.0, 0.5], [0.4, 0.1, -0.6], [-0.2, 0.1, 0.0], [0.0, 0.0, 0.0], [0.1, -0.2, 0.4], [0.1, 0.1, 0.1], [0.0, 0.0, -0.1], [0.0, 0.1, 0.1], [0.2, 0.0, 0.1], [0.1, 0.0, 0.0], [-0.1, 0.0, 0.2], [0.0, 0.0, -0.1], [-0.1, 0.0, 0.0], [0.0, 0.0, 0.0], [0.0, 0.0, 0.0], [-0.1, 0.1, 0.1], [0.1, -0.1, -0.1], [0.0, 0.2, 0.0], [0.0, 0.0, 0.0], [0.0, 0.0, 0.0], [0.0, -0.1, 0.0], [0.0, 0.0, 0.0], [-0.1, 0.1, 0.1], [0.0, 0.0, 0.0], [-0.1, 0.0, 0.0], [0.0, 0.0, 0.0], [0.0, 0.0, 0.0], [0.0, 0.0, 0.0], [0.0, 0.0, 0.0], [0.0, 0.0, 0.0], [0.0, 0.0, 0.0], [0.0, 0.0, 0.0], [0.0, 0.0, 0.0], [0.0, 0.0, 0.0], [0.0, 0.0, 0.1], [0.0, 0.0, 0.0], [0.0, 0.0, 0.0], [0.0, 0.0, 0.0], [0.0, 0.0, 0.0], [0.1, 0.0, -0.1], [0.0, 0.0, 0.0], [0.0, 0.0, 0.0], [0.0, 0.0, 0.0], [0.0, 0.0, -0.1], [0.0, 0.1, 0.0]], "mulliken_charge": [-1.19, 0.60, -0.61, -0.14, -0.30, -0.58, 0.49, -0.64, -0.79, 0.41, 0.30, 0.40, 0.36, 0.06, 0.28, 0.40, -0.58, -0.23, -0.34, -0.37, -0.14, -0.47, 0.34, 0.35, 0.46, 0.23, 0.69, -0.53, -0.23, -0.36, -0.21, -0.34, -0.20, 0.45, 0.36, 0.36, 0.35, 0.36, -0.49, -0.22, -0.36, -0.24, -0.42, 0.02, 0.34, 0.36, 0.35, 0.35, 0.32]}

---

(2)
{"formula": "C17H31N4O3OsPS2", "method": "ωB97M-V with the def2-TZVPD basis set", "e_homo_ev": [-11.1, -11.0], "lumo_energy_ev": [-3.043, -3.475], "relative_energy_kj_mol": 32.2, "largest_force_ha_per_bohr": 0.0391, "charge": 1, "gap_ev": [8.02, 7.52], "e_tot_ev": -63658.60095, "spin_multiplicity": 2, "s_squared": 0.76, "species": ["Os", "C", "C", "O", "P", "S", "S", "O", "C", "C", "H", "H", "H", "H", "H", "H", "H", "H", "H", "H", "C", "H", "H", "H", "C", "C", "N", "C", "C", "N", "C", "C", "H", "H", "H", "H", "H", "H", "H", "H", "H", "H", "H", "H", "N", "C", "O", "C", "C", "C", "C", "N", "C", "H", "H", "H", "H", "H", "H"], "coordinates": [[-0.65831, -0.10145, 0.73158], [-5.74443, 1.67959, -2.90337], [-4.65360, 0.64249, -2.84023], [-3.44491, 1.22373, -2.24681], [-3.01517, 0.91292, -0.77848], [-1.39720, 1.94479, -0.26361], [-2.49000, -0.99820, -0.43625], [-4.30445, 1.28431, 0.04417], [-4.39473, 1.18439, 1.49462], [-4.47308, 2.56886, 2.08573], [-6.62989, 1.24134, -3.36551], [-5.42883, 2.53221, -3.50344], [-6.00853, 2.02810, -1.90630], [-4.34355, 0.31120, -3.82759], [-4.95027, -0.23147, -2.25784], [-3.53190, 0.63238, 1.86812], [-5.28963, 0.59805, 1.69143], [-3.57258, 3.13840, 1.85508], [-4.56836, 2.49589, 3.17006], [-5.33730, 3.10788, 1.69962], [-0.70178, 0.01017, 2.76402], [-1.70447, -0.23536, 3.12752], [-0.49757, 1.05091, 3.04063], [0.01249, -0.62450, 3.29651], [1.41613, -2.31740, 1.60481], [1.88782, -3.79387, 1.65108], [0.86791, -4.66599, 1.09405], [-0.37088, -4.48309, 1.83918], [-0.88617, -3.02670, 1.70186], [0.09108, -2.19673, 0.92538], [0.25129, -2.81030, -0.43017], [0.66939, -4.30040, -0.30112], [2.12618, -1.70377, 1.05706], [1.30298, -1.92273, 2.61142], [2.09537, -4.09854, 2.67674], [2.80265, -3.92288, 1.07247], [-0.17458, -4.72542, 2.88348], [-1.11250, -5.18934, 1.46680], [-1.02736, -2.55322, 2.67001], [-1.83393, -2.99590, 1.16928], [0.99369, -2.21624, -0.96560], [-0.68993, -2.72522, -0.96005], [1.59865, -4.48623, -0.83915], [-0.09800, -4.94806, -0.72527], [2.38340, 2.89535, -2.90328], [3.20392, 2.93450, -1.82733], [4.24218, 3.55733, -1.80810], [2.79234, 2.14636, -0.60336], [3.61101, 2.22537, 0.51339], [3.27753, 1.49493, 1.63844], [2.13553, 0.72137, 1.62141], [1.32227, 0.63708, 0.54828], [1.66779, 1.34977, -0.54065], [2.65449, 3.43686, -3.70705], [1.47356, 2.47553, -2.89783], [4.48841, 2.85691, 0.46799], [3.88754, 1.52394, 2.53008], [1.84410, 0.15717, 2.49140], [1.00541, 1.23103, -1.38453]], "atomic_forces_ev_per_a": [[0.3, -0.7, -1.9], [0.0, 0.0, 0.0], [0.0, 0.0, 0.0], [0.1, 0.0, 0.0], [-0.6, 0.2, 0.0], [0.2, 0.2, 0.3], [-0.2, -0.3, 0.3], [-0.1, 0.0, 0.0], [0.0, 0.0, 0.0], [0.0, 0.0, 0.0], [0.0, 0.0, 0.0], [0.0, 0.0, 0.0], [0.0, 0.0, 0.0], [0.0, 0.0, 0.0], [0.0, 0.0, 0.0], [0.0, 0.0, 0.0], [0.0, 0.0, 0.0], [0.0, 0.0, 0.0], [0.0, 0.0, 0.0], [0.0, 0.0, 0.0], [0.1, 0.1, 0.4], [0.0, 0.0, 0.0], [-0.1, 0.0, 0.0], [-0.1, 0.0, 0.1], [0.0, -0.1, 0.0], [-0.1, 0.0, 0.0], [0.0, 0.0, 0.0], [0.0, 0.1, 0.0], [0.1, -0.1, -0.1], [0.1, -0.1, 0.3], [0.1, -0.1, 0.1], [0.0, 0.0, 0.0], [0.0, 0.0, 0.0], [0.0, 0.0, 0.0], [0.0, 0.0, 0.0], [0.0, 0.0, 0.0], [0.0, 0.0, 0.0], [0.0, 0.0, 0.0], [0.0, 0.0, 0.0], [0.0, 0.0, 0.0], [0.0, 0.0, 0.0], [-0.1, 0.1, 0.0], [0.0, 0.0, 0.0], [0.0, 0.0, 0.0], [0.0, 0.0, 0.0], [0.0, 0.0, 0.1], [0.0, 0.0, 0.0], [0.0, -0.1, -0.1], [0.0, 0.1, 0.0], [0.0, 0.0, 0.0], [0.0, 0.1, -0.2], [0.3, 0.8, 0.9], [0.0, -0.4, -0.1], [0.0, 0.0, 0.0], [0.0, 0.0, 0.0], [0.0, 0.0, 0.0], [0.0, 0.0, 0.0], [0.0, 0.1, 0.0], [0.0, 0.0, 0.0]], "lowdin_spin": [0.81, 0.00, 0.00, 0.00, 0.01, 0.03, 0.06, 0.01, 0.00, 0.00, 0.00, 0.00, 0.00, 0.00, 0.00, 0.00, 0.00, 0.00, 0.00, 0.00, 0.03, 0.01, 0.02, 0.00, 0.00, 0.00, 0.00, 0.00, 0.00, 0.00, 0.00, 0.00, 0.00, 0.00, 0.00, 0.00, 0.00, 0.00, 0.00, 0.00, 0.00, 0.00, 0.00, 0.00, 0.00, 0.00, 0.00, 0.00, 0.00, 0.00, 0.01, 0.02, 0.00, 0.00, 0.00, 0.00, 0.00, 0.00, 0.00]}

---

(3)
{"formula": "C2H4N4", "method": "ωB97M-V with the def2-TZVPD basis set", "e_homo_ev": -7.6, "lumo_energy_ev": 0.193, "relative_energy_kj_mol": 428.7, "largest_force_ha_per_bohr": 0.0104, "gap_ev": 7.80, "e_tot_ev": -8094.87050, "species": ["C", "N", "N", "C", "N", "N", "H", "H", "H", "H"], "coordinates": [[0.40127, 1.68250, -0.39438], [0.22340, 0.31100, -0.04207], [0.93727, -0.66926, 0.46495], [0.05621, -1.68218, 0.57430], [-1.16884, -1.37670, 0.14783], [-1.00922, -0.12630, -0.19546], [0.99557, 2.15971, 0.37754], [-1.62454, 0.62507, -0.51652], [0.87346, 1.73468, -1.37692], [0.31543, -2.65851, 0.96074]], "atomic_forces_ev_per_a": [[0.4, 0.3, 0.1], [-0.3, -0.3, 0.1], [-0.2, 0.2, 0.0], [0.0, -0.1, 0.0], [0.2, 0.1, -0.1], [0.1, 0.1, -0.1], [0.3, -0.1, -0.1], [-0.3, -0.4, 0.0], [-0.1, 0.0, 0.1], [0.0, 0.2, -0.1]], "mulliken_charge": [-0.74, 0.53, -0.71, 0.04, -0.55, 0.22, 0.19, 0.35, 0.23, 0.44]}

---

(4)
{"formula": "C6H15N2O", "method": "ωB97M-V with the def2-TZVPD basis set", "e_homo_ev": -13.6, "smiles": "CCN[C@H]1COCC[NH2+]1", "lumo_energy_ev": -3.418, "relative_energy_kj_mol": 343.6, "largest_force_ha_per_bohr": 0.0766, "charge": 1, "gap_ev": 10.21, "e_tot_ev": -11482.89876, "species": ["C", "C", "N", "C", "C", "O", "C", "C", "N", "H", "H", "H", "H", "H", "H", "H", "H", "H", "H", "H", "H", "H", "H", "H"], "coordinates": [[-2.01286, 1.99716, -2.44753], [-1.41611, 0.79755, -1.49814], [-0.08235, 1.09952, -0.85190], [0.51239, -0.15235, -0.17745], [1.93127, 0.32559, 0.48792], [2.08102, 0.03665, 1.92219], [1.69455, -1.34721, 2.23760], [0.15494, -1.71410, 1.81203], [-0.46313, -0.80235, 0.77683], [-3.19356, 1.85294, -2.52781], [-1.49102, 1.97498, -3.51857], [-1.84441, 3.03165, -1.90057], [-2.21261, 0.64380, -0.62401], [-1.42748, -0.18992, -2.14397], [0.55304, 1.43432, -1.62421], [0.76788, -0.90099, -1.05396], [2.82129, -0.11349, -0.17324], [2.00872, 1.51106, 0.37969], [1.74036, -1.43914, 3.42708], [2.47075, -2.14593, 1.83082], [0.09004, -2.84267, 1.49273], [-0.50363, -1.58666, 2.79981], [-1.09661, -1.41549, 0.18012], [-1.08246, -0.05491, 1.19455]], "atomic_forces_ev_per_a": [[0.0, 0.0, 0.5], [-1.8, -0.2, -0.1], [-0.7, -1.5, -0.3], [2.3, 1.4, -2.9], [0.6, 0.9, -0.5], [-1.3, -1.7, -1.7], [0.5, -0.5, 1.1], [0.4, -1.1, 2.8], [-0.9, -0.1, -1.1], [2.7, 0.2, -0.1], [-1.3, 0.2, 2.4], [-0.2, -2.1, -1.3], [1.6, 0.3, -1.8], [0.2, 1.7, 1.2], [-0.5, -0.7, 1.3], [-0.7, 0.8, 2.1], [-1.9, 0.6, 1.6], [-0.4, -2.7, 0.4], [-0.1, 0.3, -2.7], [-1.7, 1.8, 0.4], [0.1, 2.4, 0.3], [1.4, -0.3, -2.4], [0.7, 1.2, 0.9], [1.0, -0.8, -0.3]], "mulliken_charge": [-1.04, -0.30, -0.52, 0.19, -0.63, -0.34, -0.37, -0.53, -0.16, 0.32, 0.31, 0.31, 0.18, 0.26, 0.31, 0.29, 0.27, 0.35, 0.30, 0.30, 0.30, 0.34, 0.42, 0.45]}

---

(5)
{"formula": "C3H14NO4", "method": "ωB97M-V with the def2-TZVPD basis set", "e_homo_ev": -13.8, "lumo_energy_ev": -4.248, "relative_energy_kj_mol": 164.0, "largest_force_ha_per_bohr": 0.0477, "charge": 1, "gap_ev": 9.59, "e_tot_ev": -13010.92914, "species": ["C", "C", "C", "N", "H", "H", "H", "H", "H", "H", "H", "H", "O", "H", "H", "O", "H", "H", "O", "H", "H", "O"], "coordinates": [[0.86828, -0.52388, -1.83097], [-0.05503, -0.73473, -2.75444], [-0.40970, 0.72428, -0.29264], [0.68593, 0.10535, -0.56247], [1.91071, -0.88984, -2.09669], [-1.05716, -0.34081, -2.74348], [0.22963, -1.34098, -3.60535], [-0.52263, 1.08466, 0.73712], [-1.23713, 0.85903, -0.96901], [1.44269, 0.02625, 0.13758], [-0.16987, 0.71466, 4.15955], [-0.91768, -0.23556, 3.10063], [-0.21953, 0.42039, 3.24233], [0.09931, 2.70412, -3.26952], [-1.17096, 2.71920, -2.51014], [-0.38163, 2.17000, -2.61344], [-0.82429, -2.30767, 1.86555], [-2.38289, -2.48177, 1.70028], [-1.65050, -1.86022, 1.65314], [2.67897, -0.55395, 2.12654], [1.31022, 0.08251, 2.64288], [1.77325, -0.34102, 1.88256]], "atomic_forces_ev_per_a": [[1.9, -1.1, -1.0], [0.1, 0.0, 0.1], [0.9, -0.2, 1.8], [-1.4, 0.5, -1.5], [-1.4, 0.5, 1.1], [-0.2, -0.2, 0.2], [0.0, 0.3, -0.1], [0.2, 0.0, -0.4], [0.3, -0.4, -0.3], [-0.5, 0.0, 0.5], [-0.5, -0.3, -0.1], [0.0, 0.0, 0.4], [0.0, 0.4, 0.0], [0.1, -0.5, 0.2], [-0.1, -0.1, 0.1], [-0.2, 1.0, -0.5], [-0.3, -0.4, 0.0], [0.2, -0.2, 0.1], [0.2, 0.7, 0.0], [0.0, 0.1, 0.2], [0.0, -0.4, -0.5], [0.5, 0.0, -0.2]], "mulliken_charge": [0.05, -0.67, -0.21, 0.22, 0.28, 0.21, 0.26, 0.24, 0.28, 0.33, 0.30, 0.33, -0.64, 0.26, 0.32, -0.55, 0.34, 0.30, -0.63, 0.29, 0.37, -0.68]}

---

(6)
{"formula": "C6H5BrCl2S", "method": "ωB97M-V with the def2-TZVPD basis set", "e_homo_ev": -8.9, "lumo_energy_ev": -0.155, "relative_energy_kj_mol": 236.8, "largest_force_ha_per_bohr": 0.0813, "gap_ev": 8.71, "e_tot_ev": -112221.46676, "species": ["C", "C", "C", "C", "C", "C", "S", "Cl", "Cl", "Br", "H", "H", "H", "H", "H"], "coordinates": [[-0.16507, -1.29003, -0.03607], [-0.13767, -2.29472, 0.93098], [0.92705, -1.04102, -0.95995], [-3.03543, -2.51922, -1.54024], [2.20891, -1.19310, -0.70630], [-1.22883, -0.22335, -0.04530], [-2.34819, -3.79308, -2.05113], [0.45050, -0.28604, -2.46223], [1.13339, -3.47646, 1.05584], [-1.51507, -2.37614, 2.31598], [2.98802, -0.80889, -1.24840], [2.66211, -1.57204, 0.32033], [-2.17334, -0.81702, -0.02978], [-0.97600, 0.42906, -0.94722], [-1.17630, 0.30052, 0.89614]], "atomic_forces_ev_per_a": [[-0.1, -1.7, 2.7], [-0.3, 1.8, -1.5], [0.4, -0.2, -0.1], [0.3, -0.8, -0.3], [0.8, -1.1, 4.0], [0.0, -0.9, -0.6], [-0.3, 0.6, 0.3], [0.4, -0.3, -0.6], [-0.8, 0.1, 0.2], [1.0, 0.0, -1.1], [1.4, 0.8, -2.0], [-1.6, 0.7, -2.2], [0.2, 1.2, -0.6], [-1.4, -0.7, 1.6], [0.0, 0.5, 0.2]], "mulliken_charge": [0.41, 0.17, 0.47, 0.01, -0.89, -1.29, -0.02, -0.21, -0.18, -0.11, 0.35, 0.16, 0.34, 0.40, 0.38]}